The following is a DFT calculation (wB97M-V/def2-TZVPD) of a molecular structure, C35H44BrMnNO4S4Sb.

HOMO-LUMO gap (alpha / beta)	5.18 / 5.20	eV
E_HOMO (alpha / beta)	-4.874 / -4.881	eV
lowest unoccupied orbital energy (alpha / beta)	0.011 / 0.012	hartree
charge	-1
energy relative to the best compared isomer or geometry (same formula, charge and spin)	2.78	kcal per mole
⟨S²⟩	0.93
spin multiplicity	2

The geometry in XYZ format:
```
91
Properties=species:S:1:pos:R:3:lowdin_spin:R:1
Mn -1.102 -1.298 -2.698 1.359
C 3.649 -1.607 3.504 0.001
C 3.371 -0.347 2.665 0.001
C 4.700 0.355 2.362 0.000
C 2.498 0.619 3.470 0.000
C 2.669 -0.791 1.389 0.009
C 1.224 -0.608 1.185 -0.001
C 0.718 -0.986 -0.136 -0.011
N -1.871 -1.398 0.036 0.001
C -2.168 0.001 0.101 0.001
C -2.804 0.515 1.217 0.000
C -3.121 1.865 1.300 0.000
C -2.807 2.669 0.208 0.000
C -2.170 2.200 -0.940 0.000
C -1.823 0.838 -0.969 0.003
O -1.086 0.363 -1.983 0.002
C -1.864 3.109 -2.130 0.000
C -2.399 4.526 -1.912 0.000
C -2.525 2.544 -3.397 -0.001
C -0.344 3.212 -2.335 0.000
C -3.832 2.392 2.547 0.000
C -4.100 3.895 2.472 0.000
C -5.177 1.670 2.712 0.000
C -2.961 2.123 3.783 0.000
C 1.469 -1.140 -1.305 -0.001
O 0.971 -1.255 -2.470 -0.001
C 2.851 -1.390 -1.008 0.010
C 3.376 -1.203 0.298 0.000
C 3.734 -1.959 -2.111 0.001
C 3.122 -3.281 -2.616 0.001
C 3.811 -0.937 -3.260 0.001
C 5.159 -2.253 -1.638 0.000
H 4.197 -1.335 4.409 0.000
H 2.723 -2.100 3.801 0.000
H 4.249 -2.322 2.939 0.000
H 5.097 0.797 3.279 0.000
H 5.453 -0.337 1.982 0.000
H 4.568 1.152 1.628 0.000
H 3.001 0.872 4.405 0.000
H 2.334 1.551 2.923 0.000
H 1.531 0.192 3.725 0.000
H 1.080 0.475 1.347 -0.001
H -3.073 -0.176 2.008 0.000
H -3.073 3.714 0.245 0.000
H -3.486 4.538 -1.805 0.000
H -1.959 5.006 -1.034 0.000
H -2.145 5.133 -2.783 0.000
H -3.583 2.331 -3.235 0.000
H -2.446 3.268 -4.211 0.000
H -2.061 1.618 -3.731 -0.002
H 0.132 3.659 -1.457 0.000
H 0.099 2.235 -2.518 0.000
H -0.135 3.850 -3.197 0.000
H -4.757 4.147 1.638 0.000
H -4.589 4.224 3.392 0.000
H -3.175 4.464 2.363 0.000
H -5.791 1.790 1.818 0.000
H -5.038 0.601 2.878 0.000
H -5.725 2.076 3.566 0.000
H -2.009 2.652 3.706 0.000
H -3.469 2.462 4.690 0.000
H -2.747 1.059 3.897 0.000
H 4.440 -1.344 0.416 0.000
H 2.146 -3.131 -3.068 0.000
H 3.792 -3.706 -3.366 0.000
H 3.016 -4.002 -1.803 0.000
H 2.827 -0.730 -3.671 0.000
H 4.260 -0.002 -2.918 0.000
H 4.443 -1.347 -4.051 0.000
H 5.184 -2.994 -0.836 0.000
H 5.722 -2.661 -2.478 0.000
H 5.680 -1.353 -1.302 0.000
S -3.211 -3.540 -6.213 -0.011
Sb -3.117 -1.485 -5.356 -0.006
S -0.747 -1.025 -4.757 -0.334
S -3.341 -1.428 -2.962 -0.012
S -4.011 0.324 -6.323 -0.014
Br -0.161 -1.912 4.664 0.000
C 0.057 -2.376 2.841 -0.001
C 0.242 -3.644 2.480 0.000
C 0.230 -4.005 1.073 -0.002
C -0.186 -3.182 0.102 0.000
C -0.511 -1.733 0.395 -0.001
C -0.064 -1.303 1.831 0.000
C -0.291 -3.769 -1.302 0.003
O 0.166 -4.876 -1.497 0.002
O -0.930 -3.093 -2.211 0.003
H 0.336 -4.427 3.221 0.000
H 0.477 -5.020 0.788 0.000
H -2.101 -1.768 -0.886 0.001
H -0.713 -0.503 2.179 0.000
```

=====

The following is a DFT calculation (wB97M-V/def2-TZVPD) of a molecular structure, C35H44CrFNO3SSi.

HOMO-LUMO gap (alpha / beta)	6.96 / 7.09	eV
E_HOMO (alpha / beta)	-6.807 / -6.942	eV
lowest unoccupied orbital energy (alpha / beta)	0.006 / 0.005	hartree
energy relative to the best compared isomer or geometry (same formula, charge and spin)	0.00	kcal per mole
⟨S²⟩	6.04
spin multiplicity	5

The geometry in XYZ format:
```
87
Properties=species:S:1:pos:R:3:lowdin_spin:R:1
Cr 0.506 -0.061 -1.013 3.797
C -0.195 -1.452 4.480 0.000
C -0.602 -1.195 3.029 0.000
C -2.046 -1.666 2.837 0.000
C -0.519 0.312 2.765 0.002
Si 0.468 -2.092 1.727 0.012
O 0.220 -1.439 0.285 0.048
C 2.306 -1.997 2.161 0.002
C 3.175 -1.498 1.187 0.006
C 4.545 -1.426 1.404 0.001
C 5.081 -1.853 2.608 0.000
C 4.240 -2.358 3.589 0.000
C 2.873 -2.428 3.363 0.000
C -0.052 -3.901 1.662 0.001
C -0.687 -4.374 0.513 0.000
C -1.116 -5.691 0.418 0.000
C -0.920 -6.564 1.477 0.000
C -0.285 -6.116 2.627 0.000
C 0.143 -4.800 2.712 0.000
H -0.902 -0.959 5.157 0.000
H 0.800 -1.060 4.700 0.000
H -0.207 -2.516 4.729 0.000
H -2.732 -1.050 3.431 0.000
H -2.169 -2.705 3.149 0.000
H -2.351 -1.610 1.790 0.000
H -1.194 0.855 3.437 0.000
H -0.805 0.562 1.737 0.002
H 0.492 0.690 2.937 0.000
H 2.773 -1.177 0.235 0.007
H 5.194 -1.045 0.625 0.000
H 6.149 -1.801 2.781 0.000
H 4.649 -2.702 4.531 0.000
H 2.244 -2.833 4.148 0.000
H -0.829 -3.695 -0.320 0.000
H -1.600 -6.039 -0.486 0.000
H -1.254 -7.591 1.406 0.000
H -0.118 -6.795 3.454 0.000
H 0.652 -4.479 3.614 0.000
F 0.741 2.018 -7.129 -0.002
C 1.056 1.337 -5.995 -0.008
C 2.126 1.761 -5.233 0.002
C 2.432 1.062 -4.075 -0.007
C 1.696 -0.055 -3.662 0.004
C 1.970 -0.720 -2.371 -0.031
C 0.631 -0.451 -4.480 -0.006
C 0.304 0.235 -5.639 0.002
H 2.710 2.614 -5.555 0.000
H 3.273 1.387 -3.471 0.000
H 2.992 -0.516 -2.040 0.005
H 1.821 -1.802 -2.415 0.004
H 0.032 -1.304 -4.185 0.000
H -0.521 -0.076 -6.266 0.000
C 0.546 4.225 -2.981 0.001
N 0.966 4.131 -1.591 0.009
C 1.489 5.346 -0.992 0.001
C 1.038 2.935 -0.989 0.014
C 1.562 2.859 0.418 0.015
O 0.657 1.918 -1.585 0.043
H -0.243 4.973 -3.073 0.000
H 0.188 3.257 -3.319 0.000
H 1.390 4.521 -3.609 0.000
H 0.990 6.197 -1.452 0.000
H 2.564 5.446 -1.163 0.000
H 1.292 5.374 0.076 0.000
H 2.542 3.328 0.499 0.000
H 1.645 1.813 0.710 0.012
H 0.885 3.365 1.109 0.000
C -3.222 4.599 0.959 0.000
C -3.119 3.199 0.424 0.000
C -2.460 2.932 -0.769 0.001
C -2.345 1.633 -1.250 0.004
C -2.893 0.592 -0.519 0.004
C -3.564 0.834 0.673 0.000
C -3.676 2.133 1.133 0.001
S -2.662 -1.085 -1.103 0.006
C -4.152 -1.192 -2.102 0.002
O -1.551 -1.005 -2.109 0.037
H -2.788 5.320 0.267 0.000
H -2.701 4.689 1.914 0.000
H -4.262 4.879 1.130 0.000
H -2.026 3.749 -1.333 0.000
H -1.819 1.420 -2.173 0.002
H -3.973 0.014 1.247 0.000
H -4.188 2.324 2.068 0.000
H -4.104 -0.423 -2.871 0.000
H -5.023 -1.055 -1.464 0.001
H -4.169 -2.182 -2.551 0.000
```

=====

The following is a DFT calculation (wB97M-V/def2-TZVPD) of a molecular structure, C35H44MnNO2Sb2SeSi in a non-equilibrium geometry.

HOMO-LUMO gap (alpha / beta)	5.60 / 7.65	eV
E_HOMO (alpha / beta)	-13.148 / -13.254	eV
lowest unoccupied orbital energy (alpha / beta)	-0.277 / -0.206	hartree
charge	+2
energy relative to the best compared isomer or geometry (same formula, charge and spin)	0.00	kcal per mole
⟨S²⟩	6.45
spin multiplicity	5

The geometry in XYZ format:
```
87
Properties=species:S:1:pos:R:3:lowdin_spin:R:1
Mn 0.114 0.501 0.515 4.149
C 1.465 2.111 2.606 0.027
C 2.884 2.511 2.187 0.000
C 3.115 2.537 0.670 -0.001
Sb 2.592 0.643 -0.168 -0.120
C 3.095 0.649 -2.206 -0.016
C 2.373 -0.171 -3.070 0.000
C 2.801 -0.332 -4.381 0.000
C 3.944 0.322 -4.822 0.001
C 4.646 1.162 -3.966 -0.001
C 4.228 1.325 -2.652 -0.004
C 4.233 -0.383 0.713 -0.041
C 5.262 -0.816 -0.122 -0.010
C 6.425 -1.343 0.428 -0.002
C 6.563 -1.442 1.805 -0.002
C 5.537 -1.014 2.639 -0.001
C 4.373 -0.488 2.097 -0.005
Sb 0.444 0.133 3.089 0.056
C 1.351 -0.172 4.975 0.026
C 2.231 0.747 5.541 0.004
C 2.766 0.496 6.799 0.001
C 2.424 -0.659 7.488 0.001
C 1.534 -1.568 6.928 0.000
C 0.987 -1.323 5.676 0.003
C 1.235 -1.641 2.082 0.007
C 2.189 -2.438 2.708 0.004
C 2.721 -3.550 2.067 -0.005
C 2.332 -3.870 0.774 -0.001
C 1.358 -3.112 0.142 -0.001
C 0.798 -2.025 0.801 0.001
H 0.753 2.551 1.909 0.003
H 1.221 2.521 3.590 0.004
H 3.638 1.903 2.677 0.000
H 3.046 3.531 2.551 0.001
H 4.159 2.729 0.430 -0.001
H 2.489 3.287 0.188 -0.001
H 1.474 -0.671 -2.733 0.000
H 2.247 -0.972 -5.056 0.000
H 4.290 0.177 -5.837 0.000
H 5.527 1.685 -4.319 0.000
H 4.782 1.977 -1.986 0.000
H 5.167 -0.744 -1.200 -0.001
H 7.224 -1.671 -0.225 0.000
H 7.471 -1.852 2.230 0.000
H 5.641 -1.085 3.715 0.000
H 3.591 -0.164 2.768 0.000
H 2.516 1.651 5.019 0.000
H 3.452 1.210 7.239 0.000
H 2.844 -0.846 8.467 0.000
H 1.262 -2.466 7.468 0.000
H 0.276 -2.026 5.255 0.000
H 2.529 -2.194 3.707 0.000
H 3.456 -4.157 2.580 0.000
H 2.771 -4.720 0.268 0.000
H 1.015 -3.378 -0.850 0.000
H -0.049 -1.558 0.287 0.006
C -1.742 5.006 -1.594 -0.017
Si -0.141 4.640 -0.763 0.006
C 1.363 4.970 -1.782 0.007
C -0.033 4.997 1.046 0.006
Se -0.341 2.215 -0.837 -0.142
H -1.793 6.066 -1.862 -0.003
H -2.590 4.770 -0.949 0.000
H -1.822 4.416 -2.509 -0.002
H 1.246 5.912 -2.328 0.001
H 1.504 4.172 -2.513 0.001
H 2.264 5.051 -1.172 0.000
H -0.361 6.018 1.268 0.001
H 0.996 4.896 1.399 0.000
H -0.670 4.309 1.602 0.001
O -2.064 -1.647 2.026 0.008
C -2.513 -0.926 1.170 0.005
O -1.878 -0.045 0.443 0.044
C -4.012 -1.018 0.840 0.002
N -4.390 0.218 0.050 0.001
C -5.126 1.123 1.002 0.000
C -5.910 0.139 1.852 0.000
C -4.914 -1.008 2.088 0.000
H -4.154 -1.899 0.220 0.000
H -4.974 -0.007 -0.751 0.000
H -3.494 0.615 -0.271 0.001
H -5.734 1.834 0.451 0.000
H -4.378 1.658 1.585 0.000
H -6.781 -0.215 1.296 0.000
H -6.261 0.585 2.780 0.000
H -5.416 -1.961 2.224 0.000
H -4.302 -0.834 2.970 0.000
```

=====

The following is a DFT calculation (wB97M-V/def2-TZVPD) of a molecular structure, C35H45AuN5O.

HOMO-LUMO gap (alpha / beta)	7.56 / 5.23	eV
E_HOMO (alpha / beta)	-16.359 / -16.360	eV
lowest unoccupied orbital energy (alpha / beta)	-0.323 / -0.409	hartree
charge	+3
⟨S²⟩	2.03
spin multiplicity	3

The geometry in XYZ format:
```
87
Properties=species:S:1:pos:R:3:lowdin_spin:R:1
Au -0.212 0.491 0.298 0.196
C 3.407 0.994 -0.804 0.001
C 2.776 2.347 -0.672 0.003
C 3.503 3.449 -0.235 0.000
C 2.918 4.706 -0.162 0.005
C 1.588 4.884 -0.515 0.000
C 0.813 3.815 -0.956 0.004
C -0.618 4.016 -1.357 0.000
C 1.440 2.565 -1.032 0.002
N 0.655 1.432 -1.436 0.021
C 0.438 1.198 -2.670 0.005
C 0.994 1.986 -3.801 0.000
C -0.455 0.027 -2.989 0.022
C -0.715 -0.339 -4.412 0.012
N -0.959 -0.601 -2.012 0.224
C -1.767 -1.672 -1.905 0.190
C -3.180 -1.452 -1.754 0.090
C -3.725 -0.061 -1.789 0.010
C -3.979 -2.560 -1.641 0.027
C -3.423 -3.848 -1.646 0.221
C -2.045 -4.053 -1.767 0.016
C -1.187 -2.988 -1.890 0.102
C 0.285 -3.143 -2.066 0.013
H 4.376 0.976 -0.312 0.000
H 3.568 0.740 -1.855 0.000
H 2.783 0.208 -0.367 0.000
H 4.543 3.321 0.036 0.000
H 3.507 5.553 0.163 0.000
H 1.142 5.870 -0.467 0.000
H -1.015 4.924 -0.908 0.000
H -1.253 3.178 -1.054 -0.001
H -0.717 4.128 -2.440 0.000
H 1.630 2.795 -3.450 0.000
H 0.188 2.405 -4.406 0.000
H 1.581 1.335 -4.451 0.000
H 0.229 -0.538 -4.923 0.000
H -1.184 0.496 -4.936 0.000
H -1.356 -1.214 -4.486 0.002
H -3.082 0.639 -1.251 0.001
H -4.726 -0.027 -1.364 0.001
H -3.800 0.293 -2.822 0.005
H -5.052 -2.453 -1.554 -0.001
H -4.081 -4.704 -1.556 0.010
H -1.658 -5.064 -1.775 -0.002
H 0.582 -4.180 -1.931 0.000
H 0.827 -2.514 -1.357 0.003
H 0.582 -2.846 -3.076 0.007
C 2.627 -3.241 1.113 0.001
C 1.861 -2.035 1.553 0.001
O 1.274 -1.346 0.712 0.017
C 1.812 -1.691 2.988 0.000
C 1.453 -0.394 3.371 0.000
C 1.394 -0.057 4.710 0.000
C 1.683 -1.007 5.683 0.000
C 2.053 -2.291 5.314 0.001
C 2.131 -2.630 3.971 0.000
H 2.638 -3.301 0.029 0.000
H 2.175 -4.147 1.522 0.000
H 3.649 -3.198 1.491 0.000
H 1.282 0.355 2.609 0.000
H 1.151 0.956 5.013 0.000
H 1.639 -0.738 6.730 0.000
H 2.294 -3.025 6.070 0.000
H 2.430 -3.633 3.698 0.000
C 0.185 3.932 4.408 0.002
C 0.296 4.170 2.917 0.007
N -0.129 2.952 2.220 0.045
C -1.038 2.113 2.709 0.031
N -1.335 0.995 1.932 0.511
C -2.418 0.127 2.379 0.056
C -3.435 0.829 3.249 0.004
C -2.704 1.482 4.400 0.005
N -1.620 2.324 3.879 0.069
C -1.211 3.450 4.743 0.008
H 0.389 4.853 4.951 0.000
H 0.928 3.197 4.724 0.000
H 1.318 4.380 2.613 0.001
H -0.333 5.003 2.594 0.004
H 0.267 2.754 1.308 -0.001
H -1.930 -0.689 2.934 0.031
H -2.861 -0.332 1.494 0.009
H -4.157 0.106 3.625 -0.001
H -3.986 1.576 2.675 0.000
H -2.278 0.743 5.085 0.003
H -3.361 2.136 4.970 0.001
H -1.269 3.090 5.769 0.002
H -1.953 4.244 4.620 0.005
```

=====

The following is a DFT calculation (wB97M-V/def2-TZVPD) of a molecular structure, C35H45F6MnN7O2S2Te in a non-equilibrium geometry.

HOMO-LUMO gap (alpha / beta)	4.85 / 4.85	eV
E_HOMO (alpha / beta)	-8.904 / -8.422	eV
lowest unoccupied orbital energy (alpha / beta)	-0.149 / -0.131	hartree
charge	+1
⟨S²⟩	6.09
spin multiplicity	5

The geometry in XYZ format:
```
99
Properties=species:S:1:pos:R:3:lowdin_spin:R:1
Mn -0.780 0.825 0.961 3.574
C -2.909 2.396 4.197 -0.007
C -2.585 1.441 3.033 0.003
O -1.379 1.707 2.455 0.020
C -3.660 1.645 1.945 0.002
F -3.697 2.916 1.533 0.000
F -3.313 0.917 0.829 0.010
F -4.906 1.300 2.237 0.001
C -2.631 -0.040 3.527 0.000
F -1.048 -1.936 3.652 -0.003
F -3.909 -0.449 3.743 0.000
F -2.023 -0.098 4.731 0.000
H -2.902 3.422 3.838 0.000
H -2.153 2.290 4.970 0.000
H -3.886 2.150 4.607 -0.001
C 1.055 0.377 3.619 0.000
N 1.250 0.843 2.222 0.005
C 1.623 2.282 2.302 0.000
N 2.799 2.495 3.119 0.001
C 2.544 1.994 4.465 0.000
N 2.233 0.572 4.434 -0.001
C 3.353 -0.143 3.844 0.000
N 3.612 0.317 2.482 0.001
C 2.419 0.116 1.683 0.002
C 3.908 1.747 2.546 0.000
H 0.816 -0.687 3.617 0.000
H 0.228 0.934 4.062 0.000
H 0.777 2.834 2.721 0.000
H 1.823 2.644 1.286 -0.001
H 1.695 2.530 4.896 0.000
H 3.425 2.160 5.088 0.000
H 3.134 -1.216 3.828 0.000
H 4.244 0.023 4.453 0.000
H 2.183 -0.953 1.665 0.000
H 2.609 0.460 0.660 0.003
H 4.105 2.124 1.539 0.000
H 4.797 1.889 3.165 0.000
C -1.205 4.683 -1.333 0.005
C -1.912 3.418 -0.973 0.003
C -3.325 3.288 -1.444 0.000
O -1.331 2.528 -0.365 0.015
H -1.890 5.507 -1.500 0.000
H -0.650 4.501 -2.255 0.005
H -0.472 4.936 -0.571 0.000
H -3.417 3.604 -2.481 0.000
H -3.942 3.954 -0.842 0.000
H -3.692 2.272 -1.322 0.000
N -0.657 -0.355 -0.672 0.031
S -1.676 0.033 -1.863 0.005
C -0.799 -0.113 -3.446 0.002
C -0.992 0.924 -4.348 0.001
C -0.375 0.875 -5.585 0.000
C 0.438 -0.202 -5.906 0.001
C 0.626 -1.233 -4.998 0.000
C 0.003 -1.196 -3.762 0.001
C -2.785 -1.406 -2.024 0.000
C -3.412 -1.824 -0.857 0.000
C -4.311 -2.879 -0.897 0.000
C -4.575 -3.514 -2.102 0.000
C -3.959 -3.078 -3.264 0.000
C -3.074 -2.010 -3.235 0.000
H -0.168 -1.230 -0.854 0.003
H -1.622 1.758 -4.078 0.000
H -0.521 1.674 -6.293 0.000
H 0.931 -0.234 -6.864 0.000
H 1.261 -2.067 -5.252 0.000
H 0.135 -2.007 -3.058 0.000
H -3.206 -1.319 0.076 0.000
H -4.811 -3.192 0.008 0.000
H -5.271 -4.339 -2.136 0.000
H -4.178 -3.561 -4.203 0.000
H -2.626 -1.656 -4.149 0.000
Te 1.269 2.037 -1.566 0.276
C 3.108 1.292 -2.365 0.029
C 4.274 1.330 -1.607 0.012
C 5.489 0.949 -2.142 -0.002
C 5.560 0.506 -3.453 0.014
C 4.405 0.448 -4.215 -0.001
C 3.194 0.841 -3.678 0.014
H 4.234 1.688 -0.588 0.000
H 6.381 1.007 -1.537 0.000
H 6.509 0.216 -3.878 0.001
H 4.449 0.109 -5.241 0.000
H 2.301 0.816 -4.286 0.001
S -1.783 -1.323 2.267 -0.014
C -0.565 -2.851 1.470 -0.008
N 0.568 -3.193 2.030 -0.001
C 1.470 -4.206 1.502 0.000
C 0.675 -5.190 0.650 0.000
C -0.156 -4.414 -0.368 0.000
N -0.919 -3.379 0.318 -0.001
H 0.762 -2.818 2.947 0.000
H 1.943 -4.726 2.335 0.000
H 2.251 -3.727 0.901 0.000
H 0.008 -5.765 1.294 0.000
H 1.348 -5.874 0.140 0.000
H -0.854 -5.079 -0.880 0.000
H 0.505 -3.956 -1.117 0.000
H -1.823 -3.115 -0.050 0.000
```